Density functional theory data (wB97M-V/def2-TZVPD) for a cluster of 2 separate species, C27H39FN4O4S2 in total.

Energy, eV: -67165.6821
SMILES: CCC[C@](CNC)(OC)[C@H](CC(=O)F)NCCCSC(=S)N(c1ccccc1)c1ccccc1.C[N+](=O)[O-]

```
77
C27H39FN4O4S2 wB97M-V/def2-TZVPD
S -3.181 0.256 1.476
S -3.066 1.405 -1.231
F 2.485 4.016 0.080
O 0.968 -0.583 -3.735
O 2.614 0.809 -3.608
O 4.905 0.990 1.617
O 4.564 3.978 0.841
N -5.242 0.143 -0.328
N 1.925 1.084 0.107
N 4.837 -1.755 -0.845
N 1.834 0.113 -4.225
C 3.750 3.472 0.117
C 1.956 0.118 -5.709
C -6.047 -3.032 1.488
C -7.586 0.628 -0.079
C 5.300 -0.543 -0.142
C -8.475 2.222 1.423
C -6.286 0.924 0.310
C 5.972 -2.710 -0.888
C 3.987 2.287 -0.777
C -3.922 0.543 0.055
C -7.205 2.543 1.793
C -8.679 1.250 0.450
C -5.422 -2.193 -1.067
C 3.313 0.952 -0.318
C -5.483 -1.267 -0.057
C -5.997 -3.962 0.462
C 4.194 0.147 0.721
C 3.313 -0.933 1.376
C 4.982 -1.608 3.283
C -6.097 1.903 1.255
C -5.685 -3.517 -0.794
C 0.961 1.115 -0.990
C 4.125 1.541 2.654
C -1.476 1.886 -0.504
C 4.064 -2.055 2.126
C -5.797 -1.714 1.213
C -0.448 0.739 -0.405
H 5.069 2.135 -0.817
H 1.782 1.839 0.764
H -0.782 -0.169 -0.921
H 4.438 -1.102 4.085
H -6.221 -4.997 0.700
H 6.798 -2.288 -1.486
H 5.667 0.165 -0.904
H -5.102 2.180 1.579
H 3.792 0.815 3.402
H 3.671 2.463 -1.812
H 2.955 -0.230 -5.954
H 5.828 -1.025 2.911
H -7.022 3.295 2.555
H 4.765 2.261 3.176
H 1.190 0.391 -1.772
H 2.781 -1.423 0.552
H 4.713 -1.516 -1.823
H -9.668 0.959 0.112
H 3.285 -2.686 2.582
H 3.291 0.306 -1.202
H 0.904 2.131 -1.420
H 1.803 1.139 -6.045
H -1.652 2.343 0.475
H 5.385 -2.522 3.743
H 6.389 -2.866 0.112
H -7.736 -0.137 -0.838
H 4.610 -2.715 1.448
H -1.077 2.674 -1.153
H -9.342 2.704 1.866
H 1.201 -0.543 -6.119
H -6.298 -3.286 2.514
H -0.278 0.438 0.632
H 3.243 2.103 2.313
H 6.146 -0.718 0.530
H 2.520 -0.521 2.006
H -5.662 -4.244 -1.603
H -5.174 -1.869 -2.074
H -5.836 -0.992 2.024
H 5.671 -3.686 -1.280
```



Density functional theory data (wB97M-V/def2-TZVPD) for a structure of composition C10H25IrN7OS2.

Energy, eV: -47738.1424
Charge: +3
Energy relative to the best compared isomer or geometry (same formula, charge and spin), kcal/mol: 13.2

```
46
C10H25IrN7OS2 wB97M-V/def2-TZVPD
Ir -1.121 0.942 0.349
S -1.207 3.312 0.079
S -0.408 -2.373 -0.708
O -0.826 -1.151 0.128
N -1.097 4.603 -2.196
N -3.738 -0.417 0.127
N -3.271 0.921 0.434
N 1.020 1.035 0.473
N -0.938 1.079 2.450
N -1.081 1.033 -1.853
N -0.995 2.323 -2.401
C 0.488 0.831 2.811
C 2.050 -2.420 0.566
C 2.037 -2.262 -1.860
C -1.093 3.417 -1.628
C 3.435 -2.373 0.553
C 4.119 -2.262 -0.657
C 1.365 -2.369 -0.648
C 3.427 -2.208 -1.858
C 1.352 1.573 1.820
C -0.825 -3.762 0.323
H -1.920 0.561 -2.195
H 2.409 1.448 2.055
H -0.313 -3.705 1.281
H -0.530 -4.661 -0.221
H -1.041 4.739 -3.197
H -1.187 2.036 2.694
H -3.823 -0.947 0.987
H 3.964 -2.141 -2.794
H 5.200 -2.224 -0.658
H 0.693 1.141 3.836
H -1.905 -3.751 0.457
H 3.983 -2.458 1.482
H 1.479 1.582 -0.252
H -1.543 0.474 3.003
H -1.146 5.438 -1.628
H -0.948 2.400 -3.410
H -3.648 1.245 1.325
H -0.274 0.484 -2.146
H 1.133 2.641 1.828
H 1.489 -2.261 -2.795
H 1.370 0.077 0.390
H -3.668 1.530 -0.278
H 1.522 -2.507 1.509
H 0.665 -0.242 2.738
H -4.654 -0.371 -0.312
```



Density functional theory data (wB97M-V/def2-TZVPD) for a structure of composition H2MgO17S4.

Energy, eV: -83599.3368
Charge: -6

```
24
H2MgO17S4 wB97M-V/def2-TZVPD
S 0.133 2.834 17.186
S -0.193 4.037 11.327
S 3.235 11.851 11.891
S 4.765 8.321 17.163
Mg 1.423 7.575 14.806
O 4.321 12.388 12.713
O 4.555 7.297 16.113
O -1.229 2.443 16.803
O 0.342 4.194 16.790
O 3.389 8.747 17.329
O -1.796 8.746 15.572
O -0.285 4.298 9.899
O 5.654 9.395 16.770
O 0.986 1.941 16.393
O 0.273 2.603 18.609
O 0.806 3.014 11.579
O 0.253 5.275 11.915
O 3.782 11.284 10.582
O -1.466 3.726 11.962
O 5.173 7.775 18.473
O 2.250 12.891 11.570
O 2.657 10.805 12.702
H -2.438 8.576 14.883
H -2.317 8.824 16.371
```



Density functional theory data (wB97M-V/def2-TZVPD) for the molecule C5H8O2.

Energy, eV: -9408.1395
Energy relative to the best compared isomer or geometry (same formula, charge and spin), kcal/mol: 39.0
SMILES: O=CCC1(O)CC1

```
15
C5H8O2 wB97M-V/def2-TZVPD
O 0.076 0.383 -1.678
O -2.124 -0.950 -1.215
C 0.320 0.268 -0.318
C -1.034 0.335 0.466
C 1.441 -0.589 0.219
C 1.489 0.923 0.342
C -1.824 -0.833 -0.039
H -2.034 -1.670 0.645
H -0.944 0.318 1.560
H 1.301 1.358 1.321
H 1.261 -1.184 1.110
H 2.216 1.461 -0.260
H 2.138 -1.034 -0.488
H -1.479 1.288 0.159
H -0.803 -0.074 -1.825
```



Density functional theory data (wB97M-V/def2-TZVPD) for a cluster of 2 separate species, C3H11N2S in total.

Energy, eV: -17097.3793
Charge: +1
Energy relative to the best compared isomer or geometry (same formula, charge and spin), kcal/mol: 37.7

```
17
C3H11N2S wB97M-V/def2-TZVPD
S 1.250 1.535 -0.066
N -1.722 -0.083 0.257
N -4.019 -0.083 0.393
C 2.199 -0.013 0.135
C 3.303 -0.118 -0.934
C -2.891 -0.692 0.095
H 3.651 -1.158 -0.901
H 4.099 0.612 -0.861
H 2.823 -0.124 -1.915
H -0.924 -0.392 0.786
H 1.647 2.013 1.117
H -4.864 -0.627 0.495
H -3.892 0.796 0.881
H 2.547 -0.122 1.157
H -1.625 0.867 -0.062
H -3.106 -1.556 -0.545
H 1.524 -0.854 -0.035
```



Density functional theory data (wB97M-V/def2-TZVPD) for a cluster of 2 separate species, C22H28NO5P in total.

Energy, eV: -44284.6517
Energy relative to the best compared isomer or geometry (same formula, charge and spin), kcal/mol: 7.2

```
57
C22H28NO5P wB97M-V/def2-TZVPD
P 0.171 0.492 3.113
O 1.578 -1.597 1.776
O 1.368 -0.818 -0.363
O 1.263 0.599 4.285
O -0.438 1.992 3.260
O -0.809 -0.611 3.306
N -0.455 -0.359 -2.377
C 1.517 1.439 -4.839
C 1.121 0.554 6.744
C -0.611 -2.706 -3.209
C 1.305 -0.601 0.854
C 0.695 3.127 -3.265
C 0.515 -3.065 -5.351
C 1.412 2.774 -4.420
C 1.047 -1.769 -5.335
C -2.072 0.671 -0.832
C -1.640 2.334 2.558
C 0.067 2.136 -2.488
C -0.320 -3.520 -4.316
C 0.760 -0.954 -4.241
C 1.099 -2.898 1.361
C 0.886 0.566 1.518
C 0.166 0.818 -2.892
C 0.910 0.462 -4.048
C -2.078 3.767 2.796
C -0.386 -2.989 1.133
C -1.272 -0.446 -1.330
C 1.242 -0.249 5.464
C -0.040 -1.449 -3.185
H -0.768 -4.507 -4.378
H 1.911 3.558 -4.988
H -2.957 3.928 2.161
H -2.888 0.237 -0.225
H 1.668 -1.374 -6.140
H -0.608 -2.874 0.069
H -2.376 3.921 3.839
H 0.746 -3.741 -6.176
H 1.833 1.380 6.765
H 1.620 -3.172 0.436
H 0.116 0.969 6.865
H 2.180 -0.814 5.435
H -1.483 1.283 -0.132
H -2.469 1.331 -1.624
H 2.066 1.129 -5.734
H 0.393 -0.940 5.377
H -1.485 -1.447 -0.964
H -0.740 -3.988 1.403
H 1.408 -3.575 2.160
H 0.612 4.176 -2.971
H -0.938 -2.254 1.729
H 1.305 -0.091 7.605
H -1.292 -2.991 -2.410
H -0.515 2.374 -1.606
H 0.850 1.466 0.942
H -1.449 2.176 1.489
H -2.450 1.652 2.855
H -1.295 4.489 2.539
```



> Which formula does entry 6 have?

C22H28NO5P



What did the fourth record say?
Density functional theory data (wB97M-V/def2-TZVPD) for the molecule C5H8O2.

Energy, eV: -9408.1395
Energy relative to the best compared isomer or geometry (same formula, charge and spin), kcal/mol: 39.0
SMILES: O=CCC1(O)CC1

```
15
C5H8O2 wB97M-V/def2-TZVPD
O 0.076 0.383 -1.678
O -2.124 -0.950 -1.215
C 0.320 0.268 -0.318
C -1.034 0.335 0.466
C 1.441 -0.589 0.219
C 1.489 0.923 0.342
C -1.824 -0.833 -0.039
H -2.034 -1.670 0.645
H -0.944 0.318 1.560
H 1.301 1.358 1.321
H 1.261 -1.184 1.110
H 2.216 1.461 -0.260
H 2.138 -1.034 -0.488
H -1.479 1.288 0.159
H -0.803 -0.074 -1.825
```